10
Properties=species:S:1:pos:R:3 method="wB97M-V/def2-TZVPD" homo_energy_ev=-5.15 mol_weight_g_mol=145.071 orbital_gap_ha=0.3038 lumo_ev=3.11 relative_energy_ev=1.913 charge=-1
C -0.353 -0.973 -0.124
O 0.842 1.147 0.685
O 2.228 -0.738 0.383
O 1.307 0.487 -1.597
F -1.348 -0.928 -1.118
P -0.900 -1.509 1.372
S 1.078 0.070 -0.186
H -1.286 1.664 -0.433
H 0.334 -1.182 1.939
H -1.902 1.961 -0.920



7
Properties=species:S:1:pos:R:3 method="wB97M-V/def2-TZVPD" homo_energy_ev=-9.49 mol_weight_g_mol=82.099 orbital_gap_ha=0.2976 lumo_ev=-1.40 relative_energy_ev=5.779 charge=0
C -0.138 0.223 0.364
S 1.266 0.402 1.487
O 2.368 1.682 0.214
F 3.453 2.226 0.694
H 0.189 1.158 -0.240
H -1.060 0.513 0.916
H -0.347 -0.781 -0.210



7
Properties=species:S:1:pos:R:3 method="wB97M-V/def2-TZVPD" homo_energy_ev=-7.81 mol_weight_g_mol=98.167 orbital_gap_ha=0.2161 lumo_ev=-1.93 relative_energy_ev=1.306 charge=0
C -1.187 -0.087 -0.023
H -1.700 -0.116 0.945
H -1.586 0.737 -0.623
H -1.350 -1.034 -0.549
F 0.164 0.101 0.178
S 3.147 -0.690 0.039
S 2.511 1.090 0.032



7
Properties=species:S:1:pos:R:3 method="wB97M-V/def2-TZVPD" homo_energy_ev="-7.66 / -6.67" mol_weight_g_mol=238.565 spin_multiplicity=3 s2=2.0198 orbital_gap_ha="0.2831 / 0.1256" lumo_ev="0.04 / -3.25" relative_energy_ev=0.163 charge=0
O 0.131 0.542 -0.352
C 0.782 -0.578 -0.038
Li -1.584 0.540 -0.710
H 0.208 -1.394 0.429
H 1.655 -0.859 -0.651
Hg 1.576 1.679 0.783
H -2.767 0.070 0.539



8
Properties=species:S:1:pos:R:3 method="wB97M-V/def2-TZVPD" homo_energy_ev="-8.04 / -9.47" mol_weight_g_mol=314.917 spin_multiplicity=3 s2=2.0104 orbital_gap_ha="0.2906 / 0.2332" lumo_ev="-0.13 / -3.12" relative_energy_ev=0.000 charge=0
C -0.594 -0.683 -0.631
N -0.570 0.756 1.396
S 0.193 0.805 0.048
I 2.943 0.126 -1.286
I 0.116 1.886 2.883
H 0.176 -1.249 -1.186
H -1.272 -0.567 -1.546
H -0.993 -1.074 0.322



9
Properties=species:S:1:pos:R:3 method="wB97M-V/def2-TZVPD" homo_energy_ev="-8.43 / -9.54" mol_weight_g_mol=331.815 spin_multiplicity=3 s2=2.0055 orbital_gap_ha="0.3260 / 0.2067" lumo_ev="0.44 / -3.91" relative_energy_ev=0.000 charge=0
C -0.084 0.968 -0.899
O 0.062 -1.851 -0.550
O 0.854 -0.084 1.129
P -0.162 -0.528 0.077
I 1.763 -1.464 2.323
I -2.290 -0.718 1.316
H -1.009 1.395 -1.391
H 0.403 1.647 -0.247
H 0.464 0.636 -1.758



7
Properties=species:S:1:pos:R:3 method="wB97M-V/def2-TZVPD" homo_energy_ev=-9.21 mol_weight_g_mol=299.817 orbital_gap_ha=0.3260 lumo_ev=-0.34 relative_energy_ev=1.970 charge=0
C -0.026 -0.357 1.303
P 1.423 0.320 0.864
I 2.704 -1.610 0.186
H -0.838 0.266 1.339
H -0.199 -1.367 1.461
I 1.906 0.377 -3.505
H 1.109 1.731 -3.718



9
Properties=species:S:1:pos:R:3 method="wB97M-V/def2-TZVPD" homo_energy_ev="-8.98 / -8.73" mol_weight_g_mol=363.951 orbital_gap_ha="0.2297 / 0.2345" lumo_ev="-2.73 / -2.35" relative_energy_ev=3.329 charge=0
C 0.552 0.879 -1.138
P -0.647 -0.896 0.702
S 2.116 -1.310 1.513
S -0.529 1.099 0.360
I -2.671 -1.937 -0.375
I -1.277 -0.981 2.982
H 0.065 0.714 -2.054
H 1.594 0.495 -0.854
H 0.798 1.935 -1.136



9
Properties=species:S:1:pos:R:3 method="wB97M-V/def2-TZVPD" homo_energy_ev=-8.89 mol_weight_g_mol=363.951 orbital_gap_ha=0.2734 lumo_ev=-1.45 relative_energy_ev=0.079 charge=0
C -1.084 1.001 -0.486
S -0.747 -0.777 -0.878
P 0.818 -1.019 0.515
S 0.252 -0.636 2.444
I 2.558 0.588 -0.111
I 1.953 -3.127 -0.034
H -2.176 1.062 -0.677
H -0.539 1.608 -1.300
H -1.035 1.300 0.528



9
Properties=species:S:1:pos:R:3 method="wB97M-V/def2-TZVPD" homo_energy_ev=-9.06 mol_weight_g_mol=197.967 orbital_gap_ha=0.3084 lumo_ev=-0.67 relative_energy_ev=2.537 charge=0
C -1.371 1.302 0.064
N 1.334 -2.929 -0.103
N 1.428 -1.804 -0.297
N -0.972 0.181 0.505
N 1.480 -0.681 -0.669
I 2.703 0.700 0.019
H -2.325 1.668 -0.297
H -0.653 2.181 0.291
H -1.624 -0.618 0.486



8
Properties=species:S:1:pos:R:3 method="wB97M-V/def2-TZVPD" homo_energy_ev=-9.77 mol_weight_g_mol=202.919 orbital_gap_ha=0.3755 lumo_ev=0.45 relative_energy_ev=0.601 charge=0
O 1.300 -1.497 0.013
C 0.313 -0.934 0.077
N -0.647 -0.274 -0.011
P -2.254 0.042 0.286
H -2.606 -0.785 -0.773
H -2.464 1.172 -0.635
I 3.519 1.608 -0.039
H 2.838 0.666 1.082



6
Properties=species:S:1:pos:R:3 method="wB97M-V/def2-TZVPD" homo_energy_ev="-7.88 / -9.33" mol_weight_g_mol=157.938 orbital_gap_ha="0.2669 / 0.3432" lumo_ev="-0.61 / 0.01" relative_energy_ev=3.974 charge=0
C 0.080 0.032 -0.545
O 0.734 0.987 0.102
I -1.946 -0.235 -0.040
H 0.305 -0.142 -1.573
H 0.396 -1.681 1.018
H 0.431 1.038 1.037